1.
8 unconnected molecules or ions with the total composition C24H57NO11P, computed with ωB97M-V with the def2-TZVPD basis set.

Structure (XYZ):
```
94
Properties=species:S:1:pos:R:3:forces:R:3:mulliken_charge:R:1
C 3.8320 2.4118 1.5036 0.366 0.488 -0.508 -1.1310
C 4.3371 3.3893 0.4201 0.243 -0.535 -0.212 -0.5921
C 3.4100 3.5427 -0.8176 0.155 -0.201 0.669 -0.4433
C 1.9765 3.0949 -0.6277 0.435 -0.380 -0.506 -0.6561
O 1.1983 3.9564 0.3058 -0.053 -0.164 -0.650 -0.3421
C 0.3323 4.7288 -0.3784 0.419 -0.764 0.545 -0.0354
C -0.8325 4.2200 -0.9507 0.015 -0.485 0.245 0.9707
C -1.1422 2.7408 -0.7877 0.493 -1.047 -0.568 0.0032
O -0.5904 1.8997 -1.4432 -0.582 1.016 0.714 -0.4884
O -2.0739 2.4392 0.1783 0.252 0.522 -0.786 -0.3126
C -1.6484 5.0777 -1.6562 -0.278 -1.200 0.038 -0.4253
C -1.2910 6.3836 -1.7723 -1.166 0.743 -0.815 -0.6012
N -0.2045 6.8383 -1.1863 0.692 0.849 0.227 -0.0183
C 0.6209 6.0592 -0.4853 0.647 0.051 0.414 0.2360
P 2.1028 6.8282 0.3097 0.526 1.112 0.496 0.6345
O 2.4801 8.0680 -0.3944 -0.469 0.120 -0.490 -0.7037
H 3.4274 1.5016 1.0557 -0.146 0.114 0.090 0.2062
H 4.6849 2.0776 2.0956 -0.197 0.219 0.264 0.5013
H 3.0864 2.9191 2.1173 -0.041 -0.436 0.171 0.2115
H 5.2798 2.9779 0.0451 -0.025 0.212 -0.023 0.4134
H 4.6142 4.3509 0.8653 -0.221 -0.055 0.034 0.3171
H 3.4423 4.5585 -1.2288 -0.016 -0.086 -0.016 0.4968
H 3.8186 2.9051 -1.6097 -0.240 0.101 -0.006 -0.1436
H 1.8873 2.0762 -0.2559 0.101 0.168 0.256 0.5130
H 1.5142 3.0726 -1.6188 -0.272 0.293 0.241 0.5540
H -2.9272 2.5959 -0.2575 -0.309 -0.133 0.536 0.3617
H -2.5414 4.6887 -2.1265 -0.059 0.279 -0.076 0.5619
H -1.9079 7.0680 -2.3388 0.211 0.193 0.080 0.4298
H 0.0561 7.8221 -1.2753 0.062 -0.005 -0.042 0.3086
H 1.6723 7.0846 1.6343 -0.089 -0.551 -0.167 0.1674
H 3.1509 5.9009 0.3952 -0.531 -0.345 0.036 -0.0082
C 0.7693 -1.3523 -1.8844 0.084 0.028 -0.042 -0.8407
C 0.0175 -2.2483 -0.9206 0.028 0.347 0.042 0.0102
O 0.2272 -1.8244 0.4331 0.058 -0.116 0.111 -0.3958
H 1.8379 -1.3674 -1.6614 -0.002 -0.110 -0.012 0.2801
H 0.6199 -1.6749 -2.9155 -0.014 -0.004 0.015 0.3962
H 0.4348 -0.3172 -1.7885 -0.089 -0.033 -0.068 0.0153
H 0.3698 -3.2745 -1.0053 -0.032 -0.012 0.146 0.2137
H -1.0560 -2.2333 -1.1328 0.026 -0.090 -0.118 0.1792
H -0.0956 -0.9203 0.5029 -0.048 0.000 -0.035 0.1870
C -1.3659 -6.5715 -1.7689 0.065 -0.056 -0.077 -0.8108
C -1.7589 -5.2364 -2.3683 0.133 -0.358 -0.234 0.0305
O -0.7160 -4.7227 -3.1987 -0.035 0.288 0.145 -0.4936
H -0.4525 -6.4726 -1.1817 -0.062 0.043 0.075 0.2313
H -2.1548 -6.9554 -1.1260 0.038 -0.019 0.023 -0.0146
H -1.1663 -7.3036 -2.5564 -0.091 0.014 -0.031 0.4360
H -1.9388 -4.5014 -1.5840 0.053 0.056 -0.050 0.0047
H -2.6727 -5.3375 -2.9635 -0.084 0.036 0.120 0.2918
H -0.5586 -5.3650 -3.8969 0.033 0.000 -0.008 0.2941
C -0.8898 -4.5413 2.4544 0.082 -0.022 -0.052 -0.8013
C -2.2863 -4.7967 1.9256 0.229 -0.203 0.313 -0.3898
O -2.3251 -6.0294 1.2035 -0.264 0.124 -0.224 -0.3772
H -0.1734 -4.5103 1.6328 -0.032 0.105 -0.010 0.1897
H -0.8405 -3.5966 2.9963 0.002 -0.014 0.002 0.0788
H -0.5768 -5.3460 3.1246 -0.072 0.051 0.088 0.4926
H -2.5851 -4.0051 1.2388 -0.053 -0.117 -0.100 0.2475
H -3.0141 -4.8370 2.7417 -0.023 0.132 -0.020 0.3244
H -2.0719 -6.7350 1.8075 -0.018 -0.018 -0.001 0.2065
C 0.5502 -1.5609 4.8761 0.012 -0.020 0.045 -1.1513
C 0.1525 -0.2414 4.2452 0.157 -0.318 -0.263 -0.0392
O 1.1766 0.2351 3.3705 -0.088 0.246 -0.019 -0.4168
H 1.4764 -1.4542 5.4413 -0.041 0.071 0.040 0.3263
H -0.2306 -1.9221 5.5476 0.014 -0.044 -0.020 0.3612
H 0.7279 -2.3152 4.1064 -0.081 -0.014 0.006 0.2175
H -0.0057 0.5157 5.0122 0.086 0.109 -0.101 0.2608
H -0.7758 -0.3512 3.6724 -0.101 -0.010 0.153 0.2155
H 1.3063 -0.4329 2.6877 0.048 -0.064 0.052 0.2710
C 5.0671 1.9563 -5.8797 -0.080 0.032 0.014 -1.0990
C 5.5438 2.4137 -4.5150 -0.049 -0.344 -0.118 -0.2530
O 4.5897 2.0825 -3.5006 -0.023 0.146 0.057 -0.4669
H 4.1089 2.4170 -6.1231 0.041 0.061 -0.009 0.2847
H 5.7892 2.2175 -6.6538 -0.004 -0.036 -0.004 0.3526
H 4.9175 0.8741 -5.8940 0.104 -0.008 -0.028 0.3377
H 5.6726 3.4949 -4.4971 -0.060 -0.003 0.137 0.3023
H 6.5014 1.9484 -4.2652 0.066 0.106 -0.059 0.2665
H 4.4810 1.1261 -3.5049 0.005 -0.011 -0.024 0.2357
C -5.2815 -8.0510 -1.0057 -0.055 -0.042 -0.004 -0.8185
C -5.8648 -6.7424 -0.5043 0.404 -0.002 0.095 -0.1732
O -5.3210 -6.3895 0.7624 -0.201 0.037 -0.012 -0.5124
H -5.4796 -8.8526 -0.2933 -0.068 0.015 -0.014 0.2672
H -5.7073 -8.3266 -1.9724 0.036 -0.013 -0.001 0.3343
H -4.1973 -7.9748 -1.1118 -0.011 0.033 -0.082 0.1420
H -6.9438 -6.8294 -0.3812 0.009 0.066 0.074 0.3071
H -5.6636 -5.9326 -1.2157 -0.128 -0.061 -0.118 0.2223
H -4.3649 -6.2962 0.6619 0.123 -0.029 0.115 0.2721
C -2.0767 2.9693 4.1977 0.016 -0.010 0.054 -0.9182
C -2.4776 4.2886 3.5684 0.061 -0.386 -0.100 -0.2608
O -1.4461 4.7530 2.6960 0.061 0.437 -0.181 -0.4483
H -1.1467 3.0817 4.7558 -0.038 0.046 0.036 0.2627
H -2.8510 2.6035 4.8735 0.008 -0.028 -0.025 0.4220
H -1.8993 2.2154 3.4261 -0.088 -0.027 0.011 0.2108
H -2.6323 5.0508 4.3298 0.086 0.096 -0.097 0.2978
H -3.4060 4.1792 2.9977 -0.077 0.028 0.120 0.2274
H -1.3243 4.0773 2.0238 0.023 -0.200 0.080 0.1890
```
Positions in Å, forces in eV/Å.

Computed properties:
E_HOMO ... -11.15 eV
Orbital gap ... 6.3 eV
Net charge ... +1
Max |F| ... 1.60 eV/Å
2S+1 ... 1

---

2.
A molecular structure, C31H42BrLaN3O6P2, computed with ωB97M-V with the def2-TZVPD basis set.

Structure (XYZ):
```
86
Properties=species:S:1:pos:R:3:forces:R:3:mulliken_charge:R:1
C 5.9942 -2.4564 -3.1694 -0.237 -0.025 0.431 -1.3231
C 4.5197 -2.7949 -3.0157 -0.578 0.689 -0.666 0.0561
C 3.6673 -1.7439 -3.7321 0.810 -0.376 0.075 -0.6635
O 2.3103 -1.7216 -3.1509 0.174 0.072 0.085 -0.3721
C 2.1400 -0.7984 -2.2367 -0.007 -0.584 -0.361 0.1487
N 2.0337 -1.1278 -0.9762 -0.088 0.472 0.221 -0.1910
C 1.7802 -0.1194 -0.1075 -0.074 -0.407 -0.259 -0.0094
C 1.6090 -0.4454 1.2864 0.091 -0.611 -0.180 0.7515
C 1.7431 -1.8569 1.6161 0.265 0.088 0.519 -1.2050
C 0.4155 -2.6967 1.4374 -0.327 -0.267 -0.550 -1.4000
C -0.5418 -2.2256 0.3518 -0.258 0.029 0.037 -0.0998
P -2.0581 -3.2111 0.4697 0.063 -0.384 0.628 0.7850
O -1.9351 -4.1666 1.5690 0.105 -0.433 0.196 -0.7998
O -3.2196 -2.1523 0.6832 0.070 0.049 -0.501 -0.1256
C -4.5548 -2.7130 0.5146 -0.596 0.078 0.160 -0.2058
C -5.4885 -2.1808 1.5584 -0.141 0.055 -0.014 -1.4286
O -2.2900 -3.9041 -0.9303 0.204 0.467 -0.017 -0.2990
C -2.4460 -3.0560 -2.0861 -0.546 -0.489 -0.935 0.2169
C -3.1145 -3.8699 -3.1805 0.110 -0.063 0.251 -1.4015
C 1.3375 0.5932 2.2426 -0.107 0.419 0.255 0.3636
C 1.3100 0.2710 3.7107 0.178 -0.417 0.431 -0.0168
C 2.7257 -0.1576 4.2007 -0.297 -0.155 -0.648 -1.7094
C 0.2116 -0.7497 4.1296 0.190 0.110 -0.082 -0.5796
C -0.3651 -0.4446 5.5020 0.325 -0.119 0.083 -1.5788
C 1.1863 1.8955 1.7697 -0.300 -0.165 -0.187 0.7782
P 0.8193 3.1312 3.0617 0.204 -0.217 1.073 -0.2111
O 0.5823 4.6830 2.3145 0.195 -3.780 -2.757 -0.2953
Br -1.2567 2.6844 3.6653 0.238 0.160 -0.253 -0.0773
C 1.3725 2.2099 0.4001 -0.276 0.770 -0.165 0.0638
C 1.2750 3.5762 -0.1388 0.506 0.323 0.278 -1.6836
C -0.1182 3.9492 -0.6150 0.151 0.338 -0.170 0.9003
C -0.2064 4.5725 -1.8366 -0.122 0.295 -0.863 -0.5017
C -1.4370 4.9244 -2.4137 1.392 -0.246 0.212 -1.1048
C -2.6158 4.6371 -1.7647 -0.368 0.189 -0.041 0.8209
C -3.9256 4.9764 -2.3966 0.276 -0.105 -0.360 -1.3758
C -2.5259 4.0231 -0.5351 0.277 -0.341 0.673 -1.1447
C -1.2933 3.6711 0.0392 -1.025 -0.082 0.210 0.6324
C 1.6694 1.1914 -0.5268 0.156 0.093 -0.481 0.4657
N 1.7958 1.5437 -1.8405 -0.085 -0.313 0.331 -0.2537
C 1.9980 0.5704 -2.6458 0.294 0.389 -0.269 0.4745
O 2.0863 0.8472 -4.0059 0.121 -0.321 0.522 -0.4226
C 0.8844 1.0279 -4.4819 1.962 -0.028 0.454 0.4600
N -0.1661 1.2368 -4.8416 -2.327 0.353 -0.831 -0.3650
H 6.5671 -2.9732 -2.4124 0.262 -0.330 -0.029 0.3913
H 6.3718 -2.7002 -4.1511 0.152 -0.064 -0.221 0.3300
H 6.1547 -1.3998 -2.9802 0.091 0.278 -0.077 0.3805
H 4.2012 -2.7749 -1.9810 0.118 -0.207 0.383 0.0329
H 4.2639 -3.7489 -3.4573 0.071 -0.410 0.228 0.3323
H 3.5849 -1.9390 -4.7899 -0.376 -0.044 -0.232 0.4483
H 4.1542 -0.7777 -3.6133 -0.292 0.353 0.084 0.3320
H 2.4704 -2.3038 0.9556 0.127 -0.084 -0.377 0.6329
H 2.0950 -2.0122 2.6238 -0.122 0.020 0.326 0.4867
H 0.7325 -3.6926 1.1589 0.221 -0.241 0.059 0.4065
H -0.0974 -2.8243 2.3733 -0.077 0.279 0.479 0.6222
H -0.8307 -1.1767 0.4151 0.129 0.215 -0.024 0.3072
H -0.1058 -2.4436 -0.6136 0.055 0.262 -0.372 0.2648
H -4.9213 -2.4503 -0.4706 0.141 0.139 -0.299 0.2652
H -4.5404 -3.7936 0.5808 0.298 -0.285 0.005 0.4269
H -6.4886 -2.5368 1.3413 -0.228 -0.124 -0.112 0.4075
H -5.2408 -2.5449 2.5450 0.213 0.059 0.288 0.3390
H -5.5331 -1.0992 1.5358 0.099 0.262 0.123 0.3299
H -3.0819 -2.2092 -1.8630 0.016 0.308 0.360 0.2868
H -1.4831 -2.7145 -2.4547 0.307 0.169 0.279 0.0887
H -3.7809 -4.5828 -2.7130 -0.239 -0.162 -0.006 0.3512
H -2.3901 -4.4118 -3.7705 0.156 -0.223 -0.116 0.3648
H -3.6926 -3.2388 -3.8423 -0.074 0.188 -0.148 0.3677
H 1.0874 1.1501 4.3068 -0.181 0.515 -0.184 0.7695
H 2.6608 -1.0703 4.7752 -0.010 -0.097 0.393 0.4207
H 3.3517 -0.3916 3.3484 0.394 0.067 -0.071 0.4246
H 3.2006 0.6213 4.7768 0.156 0.151 0.181 0.3624
H -0.5525 -0.8333 3.3671 -0.348 0.149 -0.132 0.3130
H 0.6859 -1.7177 4.1994 0.010 -0.388 -0.170 0.2297
H -1.2816 -0.9883 5.6825 -0.203 -0.160 -0.013 0.4165
H 0.3447 -0.7416 6.2653 0.129 -0.088 0.228 0.3898
H -0.5502 0.6053 5.6624 -0.233 0.439 -0.059 0.3405
H 0.1433 5.3531 3.1028 -8.206 -6.181 1.526 0.1341
H 1.7008 4.2756 0.5951 -0.308 -0.032 0.005 0.3668
H 1.9038 3.6757 -1.0072 0.276 -0.259 -0.288 0.5228
H 0.7112 4.7716 -2.3659 0.075 0.146 -0.287 0.4210
H -1.4348 5.3993 -3.3776 -0.043 0.171 -0.231 0.3818
H -4.5668 4.1052 -2.4381 -0.313 -0.065 0.200 0.3800
H -4.4154 5.8061 -1.9038 -0.235 0.036 0.260 0.3201
H -3.7491 5.2766 -3.4200 -0.052 0.127 -0.281 0.3881
H -3.4461 3.7862 -0.0273 -0.101 -0.155 0.251 0.4707
H -1.2888 3.1587 0.9829 -0.125 -0.187 0.216 0.1304
La 1.1774 6.4839 3.1644 7.674 9.939 1.319 1.5493
```
Positions in Å, forces in eV/Å.

Computed properties:
E_HOMO ... -15.85 eV
Orbital gap ... 2.5 eV
Net charge ... +3
Max |F| ... 12.63 eV/Å
2S+1 ... 1